# 1
# C2H6N2O3

A 2-piece molecular cluster, C2H6N2O3 overall at a distorted geometry (ωB97M-V with the def2-TZVPD basis set, OMol25).

The geometry in XYZ format:
```
13
C2H6N2O3 | OMol25 | ωB97M-V with the def2-TZVPD basis set
N 0.4656 -0.0272 -2.7086
C -0.5088 0.0447 -1.7449
O -1.5975 -0.8501 -1.9973
O -0.4978 0.8054 -0.8037
H 0.6163 -0.9536 -3.1145
H 1.3099 0.4327 -2.3914
H -1.8646 -0.6442 -2.8608
C 0.6009 0.1221 2.8997
N 0.0684 0.5265 1.7139
O 1.5836 -0.5897 3.0547
H 0.0474 0.4990 3.7927
H -0.7831 1.0653 1.6964
H 0.4762 0.1805 0.8827
```

Computed properties:
2S+1   2
Energy above the lowest of the compared OMol25 structures with the same formula, charge and spin   0.000 eV
Lowest unoccupied orbital energy (alpha / beta)   -4.6730 / -9.6833 eV
Net charge   +1
Calculated total energy   -11285.00089 eV
Orbital gap (alpha / beta)   9.93 / 4.92 eV


# 2
# C2H6N2O4

A 2-piece molecular cluster, C2H6N2O4 overall at a distorted geometry (ωB97M-V with the def2-TZVPD basis set, OMol25).

The geometry in XYZ format:
```
14
C2H6N2O4 | OMol25 | ωB97M-V with the def2-TZVPD basis set
C 0.3041 -1.7703 -0.2861
C 0.4834 0.4501 0.3918
N 0.8953 0.8497 -0.9146
N -1.5790 0.8892 0.2688
O -1.8316 1.5707 -0.7060
O -2.3327 0.5054 1.1446
O 0.8227 1.1981 1.4874
O 0.2948 -0.8070 0.6848
H -0.4275 -1.3454 -1.0545
H 0.0525 -2.6820 0.1380
H 1.3362 -1.9198 -0.8882
H 0.3597 0.5116 -1.6194
H 1.0516 1.8064 -1.0212
H 0.5706 0.7433 2.3748
```

Computed properties:
Energy above the lowest of the compared OMol25 structures with the same formula, charge and spin   5.778 eV
Lowest unoccupied orbital energy   0.4660 eV
Net charge   0
Calculated total energy   -13337.03363 eV
Orbital gap   8.64 eV


# 3
# C2H6N2OS

An isolated molecule of C2H6N2OS (ωB97M-V with the def2-TZVPD basis set, OMol25).

The geometry in XYZ format:
```
12
C2H6N2OS | OMol25 | ωB97M-V with the def2-TZVPD basis set
N 2.2906 -1.1108 -0.0133
N 0.9471 -0.7273 -0.0995
C 0.5873 0.5749 -0.0118
O 1.3972 1.4717 0.1706
C -0.8964 0.8905 -0.1929
S -2.0994 -0.4542 0.0124
H 2.6541 -0.8099 0.8931
H 2.8101 -0.5694 -0.7136
H 0.2945 -1.4821 -0.2879
H -1.1193 1.7232 0.4557
H -1.0449 1.2799 -1.2332
H -1.9914 -0.5734 1.3400
```

Computed properties:
Energy above the lowest of the compared OMol25 structures with the same formula, charge and spin   0.972 eV
Lowest unoccupied orbital energy   0.7222 eV
Structure (SMILES)   NNC(=O)CS
Net charge   0
Calculated total energy   -18033.83360 eV
Orbital gap   10.23 eV


Q: calculated total energy of number 3 (C2H6N2OS)?
A: -18033.83360 eV


Please write out number 2 again, unchanged.
# C2H6N2O4

A 2-piece molecular cluster, C2H6N2O4 overall at a distorted geometry (ωB97M-V with the def2-TZVPD basis set, OMol25).

The geometry in XYZ format:
```
14
C2H6N2O4 | OMol25 | ωB97M-V with the def2-TZVPD basis set
C 0.3041 -1.7703 -0.2861
C 0.4834 0.4501 0.3918
N 0.8953 0.8497 -0.9146
N -1.5790 0.8892 0.2688
O -1.8316 1.5707 -0.7060
O -2.3327 0.5054 1.1446
O 0.8227 1.1981 1.4874
O 0.2948 -0.8070 0.6848
H -0.4275 -1.3454 -1.0545
H 0.0525 -2.6820 0.1380
H 1.3362 -1.9198 -0.8882
H 0.3597 0.5116 -1.6194
H 1.0516 1.8064 -1.0212
H 0.5706 0.7433 2.3748
```

Computed properties:
Energy above the lowest of the compared OMol25 structures with the same formula, charge and spin   5.778 eV
Lowest unoccupied orbital energy   0.4660 eV
Net charge   0
Calculated total energy   -13337.03363 eV
Orbital gap   8.64 eV